## w
This record from the OMol25 dataset describes C37H43N6ORbS4 as an isolated structure. The level of theory is the ωB97M-V functional and the def2-TZVPD basis.

XYZ file:
```
92
Properties=species:S:1:pos:R:3
Rb 0.626 -2.158 2.311
C 4.191 -1.309 0.430
N 2.991 -0.543 0.764
C 2.322 -0.028 -0.413
C 2.189 -1.018 -1.571
N 1.605 -2.288 -1.246
C 0.177 -2.249 -1.029
C 2.019 -3.406 -2.030
C 2.358 -3.231 -3.369
C 2.781 -4.288 -4.164
C 2.841 -5.555 -3.595
C 2.489 -5.742 -2.271
C 2.072 -4.692 -1.426
S 1.687 -4.998 0.235
C 3.199 0.413 1.808
C 3.050 1.781 1.558
C 3.291 2.748 2.528
C 3.686 2.339 3.793
C 3.796 0.987 4.071
C 3.553 -0.027 3.124
S 3.691 -1.690 3.619
H 4.709 -1.570 1.348
H 4.861 -0.721 -0.221
H 3.910 -2.237 -0.066
H 2.864 0.829 -0.861
H 1.346 0.356 -0.096
H 3.183 -1.198 -1.981
H 1.624 -0.484 -2.371
H -0.376 -1.967 -1.948
H -0.069 -1.525 -0.251
H -0.176 -3.219 -0.683
H 2.289 -2.239 -3.803
H 3.050 -4.124 -5.201
H 3.168 -6.404 -4.187
H 2.546 -6.729 -1.829
H 2.755 2.123 0.576
H 3.174 3.799 2.284
H 3.887 3.068 4.573
H 4.069 0.658 5.066
C -4.430 0.582 0.593
N -3.498 -0.481 0.904
C -4.029 -1.634 1.139
C -3.421 -2.894 1.375
C -4.182 -4.085 1.395
C -3.272 -5.122 1.519
C -2.005 -4.506 1.599
N -2.079 -3.172 1.505
C -4.646 0.787 -0.897
C -5.163 1.997 -1.354
C -5.384 2.214 -2.705
C -5.082 1.220 -3.627
C -4.561 0.015 -3.182
C -4.345 -0.201 -1.826
H -4.043 1.524 0.995
H -5.414 0.413 1.060
H -5.130 -1.701 1.124
H -5.258 -4.150 1.295
H -3.473 -6.183 1.543
H -1.045 -5.003 1.671
H -5.372 2.785 -0.638
H -5.777 3.167 -3.041
H -5.243 1.390 -4.685
H -4.314 -0.766 -3.892
H -3.929 -1.140 -1.483
C 0.047 2.425 4.104
S -0.483 0.893 3.347
C -2.238 1.075 3.668
O -0.041 -0.210 4.255
H -0.312 2.447 5.134
H -0.350 3.253 3.516
H 1.135 2.425 4.072
H -2.604 1.965 3.159
H -2.372 1.130 4.749
H -2.721 0.191 3.256
N -1.205 0.890 -0.364
C -0.851 2.172 -0.371
S -1.563 3.325 0.628
N 0.124 2.465 -1.284
C 0.852 3.659 -1.460
C 1.365 4.386 -0.391
C 2.130 5.514 -0.637
C 2.408 5.920 -1.936
C 1.915 5.179 -2.999
C 1.137 4.057 -2.763
H -1.920 0.491 0.260
H -0.775 0.239 -1.003
H 0.402 1.711 -1.896
H 1.174 4.054 0.618
H 2.530 6.071 0.202
H 3.014 6.799 -2.116
H 2.131 5.475 -4.019
H 0.737 3.481 -3.590
```

LUMO   3.73 eV
Charge   -2
Orbital gap   5.127 eV
HOMO energy   -1.4 eV

Results of the Löwdin charge analysis, in e, for atoms 1 through 6:
1 Rb 0.63
2 C -0.08
3 N -0.17
4 C -0.21
5 C -0.21
6 N -0.17

=====

## x
This record from the OMol25 dataset describes C37H43N6ORbS4 as an isolated structure. The level of theory is the ωB97M-V functional and the def2-TZVPD basis.

XYZ file:
```
92
Properties=species:S:1:pos:R:3
Rb 0.933 0.705 3.135
C -3.312 0.280 3.478
N -2.258 -0.335 2.686
C -2.440 -0.133 1.259
C -2.920 1.257 0.811
N -2.179 2.386 1.327
C -0.883 2.568 0.710
C -2.942 3.598 1.331
C -3.807 3.906 0.294
C -4.632 5.021 0.329
C -4.596 5.846 1.442
C -3.713 5.580 2.461
C -2.834 4.482 2.431
S -1.718 4.257 3.703
C -1.895 -1.651 3.067
C -1.794 -2.674 2.125
C -1.486 -3.986 2.463
C -1.283 -4.321 3.789
C -1.349 -3.325 4.739
C -1.584 -1.984 4.419
S -1.427 -0.870 5.730
H -3.148 0.045 4.527
H -4.309 -0.085 3.183
H -3.269 1.361 3.364
H -3.207 -0.824 0.856
H -1.492 -0.361 0.761
H -3.960 1.386 1.122
H -2.904 1.218 -0.298
H -0.971 2.866 -0.354
H -0.308 1.643 0.779
H -0.339 3.349 1.238
H -3.857 3.252 -0.570
H -5.301 5.232 -0.496
H -5.270 6.694 1.511
H -3.686 6.217 3.333
H -1.966 -2.473 1.078
H -1.406 -4.723 1.674
H -1.057 -5.344 4.075
H -1.179 -3.560 5.780
C 3.812 -0.014 -1.175
N 3.372 0.820 -0.076
C 3.813 2.031 -0.034
C 3.514 3.023 0.918
C 3.990 4.352 0.819
C 3.477 5.031 1.903
C 2.717 4.087 2.610
N 2.731 2.888 2.036
C 3.813 0.598 -2.550
C 4.849 0.366 -3.448
C 4.781 0.845 -4.745
C 3.675 1.566 -5.163
C 2.650 1.827 -4.266
C 2.725 1.354 -2.971
H 3.118 -0.865 -1.213
H 4.816 -0.421 -0.972
H 4.497 2.391 -0.828
H 4.616 4.743 0.033
H 3.620 6.071 2.154
H 2.154 4.271 3.513
H 5.719 -0.198 -3.132
H 5.594 0.651 -5.437
H 3.618 1.932 -6.180
H 1.787 2.401 -4.580
H 1.949 1.575 -2.254
C 1.831 -3.951 2.052
S 1.871 -2.115 1.928
C 3.585 -2.063 1.295
O 1.992 -1.619 3.302
H 2.804 -4.338 2.332
H 1.537 -4.326 1.078
H 1.076 -4.197 2.792
H 3.661 -2.664 0.397
H 4.248 -2.436 2.069
H 3.790 -1.018 1.088
N -0.733 -0.148 -2.101
C -0.476 -1.473 -2.367
S 0.579 -2.304 -1.391
N -1.147 -1.978 -3.449
C -1.328 -3.282 -3.886
C -1.031 -4.404 -3.104
C -1.250 -5.671 -3.594
C -1.776 -5.865 -4.867
C -2.087 -4.759 -5.645
C -1.869 -3.484 -5.167
H -0.149 0.254 -1.380
H -0.966 0.480 -2.858
H -1.612 -1.282 -4.020
H -0.629 -4.261 -2.117
H -1.013 -6.525 -2.975
H -1.945 -6.864 -5.243
H -2.502 -4.901 -6.637
H -2.118 -2.632 -5.788
```

LUMO   3.22 eV
Charge   -2
Orbital gap   4.265 eV
HOMO energy   -1.0 eV

Results of the Löwdin charge analysis, in e, for atoms 1 through 6:
1 Rb 0.70
2 C -0.10
3 N -0.15
4 C -0.20
5 C -0.21
6 N -0.17

=====

Of them, x has the lowest stability.

=====

## w
This record from the OMol25 dataset describes one molecule with the formula CH3IO2. The level of theory is the ωB97M-V functional and the def2-TZVPD basis.

XYZ file:
```
7
Properties=species:S:1:pos:R:3
O 0.297 1.498 -0.209
C -0.133 0.155 -0.357
O 0.244 -0.607 0.820
I -0.456 -2.364 1.181
H 1.044 1.639 0.362
H -1.234 0.048 -0.549
H 0.238 -0.368 -1.249
```

SMILES   OCOI
LUMO   -0.57 eV
Charge   0
Orbital gap   8.854 eV
HOMO energy   -9.4 eV

Results of the Löwdin charge analysis, in e, for atoms 1 through 6:
1 O -0.02
2 C -0.39
3 O -0.84
4 I 0.94
5 H 0.08
6 H 0.11

=====

## x
This record from the OMol25 dataset describes a 2-piece molecular cluster, CH3IO2 overall. The level of theory is the ωB97M-V functional and the def2-TZVPD basis.

XYZ file:
```
7
Properties=species:S:1:pos:R:3
C 0.354 -0.484 0.374
O -0.326 -1.341 -0.350
O -0.509 1.321 -0.327
I 2.208 0.202 -0.301
H 0.179 -0.479 1.517
H -0.632 -0.741 -1.109
H -1.274 1.522 0.196
```

LUMO (spin up / spin down)   -0.29 / -0.29 eV
Charge   0
Orbital gap (spin up / spin down)   9.275 / 9.274 eV
HOMO energy (spin up / spin down)   -9.6 / -9.6 eV

Results of the Löwdin charge analysis, in e, for atoms 1 through 6:
1 C -0.70
2 O -0.08
3 O -0.34
4 I 0.90
5 H 0.11
6 H 0.15

=====

Of them, x has the lowest stability.